DFT (wB97M-V/def2-TZVPD) results for a molecular structure, C21H64FeO15S at a distorted geometry.

Structure (XYZ):
```
102
Properties=species:S:1:pos:R:3:lowdin_charge:R:1
Fe -2.104 -1.474 -0.724 1.16
S -0.006 0.106 -0.127 0.43
O -1.258 0.319 -0.946 -0.33
O 1.182 0.399 -0.872 -0.25
O -0.136 0.803 1.143 -0.30
O -0.305 -1.372 0.004 -0.35
C 0.748 2.270 -3.517 -0.12
O 1.760 2.522 -2.556 -0.13
H -0.215 2.496 -3.046 0.08
H 0.878 2.896 -4.397 0.09
H 0.772 1.232 -3.869 0.06
H 1.648 1.860 -1.857 0.02
C 2.913 0.786 2.683 -0.16
O 1.633 0.884 3.272 -0.13
H 2.930 0.260 1.728 0.05
H 3.361 1.782 2.563 0.07
H 3.587 0.290 3.384 0.08
H 0.971 1.002 2.577 0.01
C 3.374 -0.726 -3.833 -0.14
O 2.802 -1.191 -2.619 -0.14
H 4.184 -0.017 -3.645 0.07
H 3.777 -1.593 -4.357 0.08
H 2.661 -0.256 -4.521 0.07
H 2.330 -0.466 -2.191 0.02
C 1.465 3.901 0.921 -0.14
O 0.130 3.507 0.667 -0.13
H 1.827 3.572 1.898 0.07
H 2.161 3.501 0.171 0.07
H 1.525 4.983 0.832 0.09
H 0.043 2.573 0.905 0.00
C -0.327 -1.945 -3.103 -0.02
O -1.727 -1.778 -2.684 -0.17
H 0.257 -2.351 -2.284 0.07
H -0.334 -2.687 -3.900 0.11
H 0.084 -1.001 -3.445 0.08
H -2.249 -1.693 -3.488 0.13
C -2.007 -4.818 0.015 -0.06
O -1.428 -3.549 -0.340 -0.19
H -1.202 -5.548 -0.083 0.10
H -2.388 -4.815 1.033 0.08
H -2.772 -5.110 -0.701 0.09
H -0.454 -3.606 -0.220 0.05
C -4.532 2.603 3.001 -0.04
C -3.081 2.588 2.604 -0.45
C -2.081 2.814 3.724 -0.02
O -2.799 1.343 1.908 -0.10
H -4.835 1.725 3.574 0.08
H -5.179 2.657 2.121 0.08
H -4.771 3.499 3.575 0.09
H -2.908 3.380 1.866 0.14
H -2.212 2.087 4.528 0.09
H -2.227 3.817 4.125 0.09
H -1.058 2.747 3.349 0.08
H -1.836 1.351 1.775 0.05
C -5.130 0.780 -2.841 -0.04
C -3.789 0.908 -2.135 -0.42
C -3.673 2.229 -1.382 -0.03
O -3.712 -0.182 -1.160 -0.13
H -5.962 0.930 -2.144 0.10
H -5.250 -0.196 -3.312 0.08
H -5.241 1.579 -3.573 0.10
H -2.976 0.885 -2.857 0.14
H -3.992 3.056 -2.024 0.10
H -2.619 2.472 -1.238 0.08
H -4.202 2.253 -0.433 0.08
H -4.548 -0.184 -0.676 0.13
C -1.889 -1.804 3.348 -0.01
C -2.991 -2.092 2.342 -0.39
C -4.389 -1.825 2.863 -0.02
O -2.753 -1.208 1.189 -0.15
H -0.903 -1.871 2.889 0.08
H -1.932 -2.548 4.146 0.10
H -2.035 -0.819 3.791 0.09
H -2.917 -3.110 1.966 0.11
H -4.486 -0.763 3.106 0.08
H -4.559 -2.322 3.817 0.10
H -5.122 -2.092 2.104 0.09
H -2.757 -0.282 1.552 0.07
C 2.655 -4.918 1.499 -0.05
C 1.922 -3.706 0.954 -0.45
C 2.856 -2.557 0.663 -0.04
O 1.225 -4.084 -0.260 -0.08
H 2.075 -5.837 1.418 0.08
H 2.987 -4.804 2.530 0.09
H 3.551 -5.084 0.889 0.09
H 1.112 -3.431 1.636 0.13
H 3.542 -2.839 -0.146 0.10
H 3.467 -2.338 1.540 0.09
H 2.401 -1.635 0.304 0.05
H 1.867 -4.179 -0.973 0.11
C 4.891 1.155 -0.686 -0.06
C 5.217 2.487 -1.360 -0.48
C 6.713 2.647 -1.578 -0.05
O 4.607 2.492 -2.657 -0.07
H 5.126 0.323 -1.351 0.08
H 3.840 1.160 -0.388 0.05
H 5.510 0.970 0.199 0.08
H 4.809 3.298 -0.745 0.13
H 6.911 3.372 -2.364 0.08
H 7.112 1.692 -1.930 0.08
H 7.211 2.894 -0.641 0.08
H 3.650 2.566 -2.511 0.04
```

Its HOMO energy (spin up / spin down) is -11.2 / -11.2 eV. The calculation puts the gap between HOMO and LUMO (spin up / spin down) at 0.29843 / 0.21739 hartree. As for the spin multiplicity: 6. As for the net charge: +1.

DFT (wB97M-V/def2-TZVPD) results for a gas-phase ion, C16H17N2O5S (charge -1) at a distorted geometry.

Structure (XYZ):
```
41
Properties=species:S:1:pos:R:3:nbo_charge:R:1
C -4.873 -0.212 0.209 -0.62
C -3.594 0.238 -0.495 -0.09
C -3.926 0.879 -1.831 -0.62
S -2.514 -1.242 -0.749 0.13
C -1.936 -1.092 0.982 -0.16
C -0.421 -0.997 1.222 -0.15
N 0.429 -1.168 0.090 -0.60
C 1.239 -2.209 -0.101 0.65
O 1.309 -3.201 0.603 -0.66
C 2.105 -2.076 -1.367 -0.16
O 2.417 -0.752 -1.729 -0.50
C 3.190 -0.010 -0.880 0.30
C 3.710 -0.466 0.325 -0.26
C 4.499 0.375 1.092 -0.20
C 4.780 1.661 0.672 -0.25
C 4.255 2.117 -0.527 -0.19
C 3.468 1.291 -1.300 -0.25
C -0.715 0.494 1.645 0.72
O -0.237 1.086 2.594 -0.71
O -0.422 1.343 0.200 -0.62
C -1.533 1.781 -0.263 0.79
O -1.668 2.598 -1.150 -0.67
C -2.752 1.111 0.448 -0.19
N -2.178 0.258 1.455 -0.50
H -5.369 -0.984 -0.376 0.21
H -5.551 0.633 0.325 0.20
H -4.644 -0.610 1.196 0.22
H -4.489 0.178 -2.444 0.20
H -3.023 1.167 -2.359 0.25
H -4.524 1.775 -1.669 0.21
H -2.453 -1.854 1.574 0.19
H -0.068 -1.625 2.042 0.23
H 0.470 -0.366 -0.530 0.44
H 1.534 -2.477 -2.210 0.21
H 3.011 -2.683 -1.237 0.19
H 3.491 -1.458 0.687 0.22
H 4.890 0.014 2.032 0.21
H 5.392 2.311 1.281 0.20
H 4.456 3.126 -0.857 0.21
H 3.040 1.632 -2.229 0.22
H -3.374 1.894 0.898 0.22
```

Its HOMO energy is -5.2 eV. The calculation puts the gap between HOMO and LUMO at 0.29714 hartree. For the energy relative to the best compared isomer or geometry (same formula, charge and spin), the calculation gives 20.1 kJ/mol. As for the net charge: -1. The SMILES is CC1(C)S[C@H]2[C@@H](NC(=O)COc3ccccc3)[C@@]3([O-])OC(=O)[C@@H]1N23.

DFT (wB97M-V/def2-TZVPD) results for a molecular structure, C5H17IMgN2 at a distorted geometry.

Structure (XYZ):
```
26
Properties=species:S:1:pos:R:3:nbo_charge:R:1
C 0.143 -1.339 -2.667 -0.68
C 0.161 0.175 -2.824 -0.66
H 1.144 -1.736 -2.470 0.23
H -0.192 -1.777 -3.616 0.24
H -0.552 -1.757 -1.909 0.20
H 0.687 0.742 -2.039 0.19
H 0.706 0.393 -3.748 0.23
H -0.850 0.571 -2.953 0.24
Mg -0.183 -0.318 -0.406 1.65
C -1.155 1.569 -0.621 -1.39
H -0.442 2.381 -0.804 0.19
H -1.642 1.721 0.352 0.17
H -1.913 1.585 -1.416 0.19
I 0.291 -2.944 0.407 -0.83
N -1.228 -0.264 1.662 -0.91
C -0.294 0.228 2.705 -0.24
C 1.147 -0.010 2.350 -0.24
N 1.465 0.244 0.894 -0.94
H -2.115 0.242 1.761 0.38
H -1.442 -1.248 1.860 0.40
H -0.463 1.296 2.848 0.20
H -0.497 -0.281 3.654 0.20
H 1.777 0.642 2.967 0.19
H 1.386 -1.054 2.548 0.23
H 1.748 1.225 0.803 0.38
H 2.315 -0.287 0.663 0.39
```

Its HOMO energy is -7.6 eV. The calculation puts the gap between HOMO and LUMO at 0.29481 hartree. As for the net charge: 0.

DFT (wB97M-V/def2-TZVPD) results for a molecular structure, C9H9ClCsN3O4S at a distorted geometry.

Structure (XYZ):
```
28
Properties=species:S:1:pos:R:3:nbo_charge:R:1
Cs 1.558 2.632 -1.256 0.97
O 2.612 4.713 -4.802 -0.81
Cl 2.687 4.712 -3.374 2.51
O 3.391 5.849 -2.857 -0.81
O 1.317 4.686 -2.797 -0.93
O 3.353 3.470 -2.910 -0.93
C 0.134 0.195 4.380 -0.40
N -0.314 -0.563 3.218 -0.36
C -1.070 -1.713 3.274 -0.05
C -1.284 -2.094 2.009 -0.08
N -0.660 -1.175 1.155 -0.38
C -0.052 -0.203 1.947 0.28
S 0.838 1.180 1.578 -0.33
C -0.750 -1.344 -0.288 0.39
C -1.389 -2.498 -0.763 -0.27
C -1.502 -2.669 -2.124 -0.14
C -0.987 -1.709 -2.982 -0.26
C -0.371 -0.623 -2.411 0.05
N -0.239 -0.427 -1.084 -0.43
H -0.231 -0.326 5.260 0.21
H -0.265 1.206 4.329 0.23
H 1.220 0.251 4.379 0.23
H -1.377 -2.139 4.211 0.23
H -1.835 -2.934 1.648 0.23
H -1.791 -3.267 -0.130 0.22
H -1.993 -3.555 -2.507 0.23
H -1.055 -1.801 -4.056 0.23
H 0.054 0.147 -3.045 0.20
```

Its HOMO energy is -8.4 eV. The calculation puts the gap between HOMO and LUMO at 0.30755 hartree. As for the net charge: 0.

DFT (wB97M-V/def2-TZVPD) results for a molecular structure, C29H32BrN4O7Ti at a distorted geometry.

Structure (XYZ):
```
74
Properties=species:S:1:pos:R:3:lowdin_charge:R:1
Ti 0.524 0.957 1.073 1.05
O 0.639 2.996 0.180 -0.12
C 1.302 3.993 0.963 -0.17
C 2.666 3.468 1.415 -0.13
N 2.585 2.103 1.947 -0.17
C 2.318 2.093 3.391 -0.07
C 0.844 2.385 3.647 -0.61
O 0.481 2.915 4.672 0.07
O 0.084 2.013 2.657 -0.16
C 3.694 1.204 1.581 -0.07
C 3.172 -0.229 1.547 -0.59
O 3.837 -1.134 2.011 0.06
O 1.988 -0.332 1.002 -0.14
H -0.235 2.778 0.574 0.04
H 0.695 4.276 1.814 0.12
H 1.445 4.872 0.344 0.12
H 3.061 4.161 2.159 0.13
H 3.348 3.466 0.572 0.11
H 2.925 2.814 3.931 0.13
H 2.536 1.101 3.785 0.13
H 4.540 1.266 2.265 0.13
H 4.032 1.438 0.576 0.12
C 3.167 2.358 -2.218 -0.08
O 2.443 1.381 -1.490 -0.12
C 2.264 0.180 -2.133 -0.24
C 3.227 -0.310 -3.041 -0.11
C 2.928 -1.503 -3.692 -0.71
Br 4.229 -2.206 -4.905 0.66
C 1.751 -2.177 -3.527 -0.11
C 0.754 -1.657 -2.633 -0.10
C 1.090 -0.481 -1.881 -0.15
O 0.191 0.023 -0.931 -0.09
C -0.531 -2.200 -2.546 -0.26
N -1.537 -1.680 -1.807 0.11
C -2.653 -2.449 -2.037 -0.23
C -3.945 -2.347 -1.530 -0.03
C -4.899 -3.277 -1.950 -0.13
C -4.584 -4.290 -2.854 -0.14
C -3.286 -4.407 -3.370 -0.05
C -2.344 -3.488 -2.944 -0.20
N -1.000 -3.306 -3.255 0.15
H 2.898 2.345 -3.275 0.10
H 4.250 2.214 -2.134 0.09
H 2.901 3.328 -1.804 0.08
H 4.165 0.197 -3.217 0.08
H 1.569 -3.086 -4.086 0.08
H -0.665 -0.529 -1.009 0.07
H -4.195 -1.553 -0.832 0.09
H -5.913 -3.210 -1.569 0.09
H -5.350 -4.990 -3.169 0.08
H -3.032 -5.190 -4.078 0.09
H -0.470 -3.841 -3.910 0.13
C -0.599 -1.940 1.545 -0.05
N -0.391 -0.708 2.336 -0.31
C 0.426 -1.055 3.510 -0.06
C -1.712 -0.185 2.778 -0.15
C -2.402 0.496 1.621 -0.23
C -3.785 0.447 1.493 -0.06
C -4.408 1.079 0.422 -0.12
C -3.634 1.734 -0.526 -0.10
C -2.248 1.762 -0.389 -0.11
C -1.584 1.161 0.687 -0.17
H -0.958 -2.740 2.198 0.09
H 0.338 -2.243 1.087 0.10
H -1.330 -1.772 0.769 0.07
H -0.070 -1.830 4.102 0.09
H 0.558 -0.179 4.146 0.08
H 1.394 -1.430 3.191 0.09
H -1.538 0.541 3.566 0.12
H -2.317 -0.998 3.193 0.13
H -4.380 -0.094 2.224 0.10
H -5.487 1.037 0.314 0.09
H -4.109 2.204 -1.381 0.09
H -1.667 2.254 -1.165 0.10
```

Its HOMO energy (spin up / spin down) is -1.7 / -4.8 eV. The calculation puts the gap between HOMO and LUMO (spin up / spin down) at 0.14633 / 0.25797 hartree. As for the spin multiplicity: 3. As for the net charge: -1.

DFT (wB97M-V/def2-TZVPD) results for a molecular structure, C44H52As2BrMnN5O2.

Structure (XYZ):
```
107
Properties=species:S:1:pos:R:3:lowdin_charge:R:1
Mn 0.855 0.032 -0.147 0.60
C -2.807 -2.805 3.634 -0.35
As -1.480 -2.317 2.274 1.17
C -2.240 -3.397 0.825 -0.30
C -0.070 -3.619 2.714 -0.42
C -0.319 -4.649 3.625 -0.11
C 0.640 -5.596 3.936 -0.08
C 1.882 -5.535 3.324 -0.08
C 2.145 -4.520 2.422 -0.13
C 1.191 -3.547 2.114 -0.38
As 1.773 -2.184 0.811 1.21
C 2.286 -3.381 -0.639 -0.26
C 3.514 -1.745 1.554 -0.25
H -3.151 -3.836 3.547 0.02
H -3.661 -2.140 3.497 0.02
H -2.401 -2.634 4.631 0.02
H -2.441 -4.410 1.172 0.03
H -1.537 -3.430 -0.006 0.02
H -3.161 -2.936 0.473 0.02
H -1.287 -4.721 4.103 0.08
H 0.415 -6.380 4.646 0.10
H 2.644 -6.270 3.547 0.10
H 3.123 -4.497 1.957 0.08
H 2.838 -4.239 -0.255 0.03
H 2.913 -2.832 -1.340 0.02
H 1.390 -3.726 -1.156 0.03
H 4.001 -2.620 1.978 0.02
H 3.379 -0.982 2.319 0.03
H 4.106 -1.316 0.750 0.03
C 3.375 3.004 5.386 -0.05
C 1.973 3.477 4.977 -0.56
C 2.039 4.966 4.639 -0.07
C 1.010 3.292 6.157 -0.05
C 1.495 2.637 3.801 -0.17
C 1.368 1.225 3.956 -0.03
C 1.035 0.460 2.874 -0.16
N 0.757 0.950 1.656 0.01
C 0.788 2.315 1.505 -0.21
C 1.211 3.155 2.570 0.04
C 0.472 2.805 0.217 -0.20
C 0.253 4.169 -0.099 0.04
C -0.057 4.571 -1.369 -0.17
C -0.145 3.566 -2.368 -0.01
C 0.082 2.261 -2.017 -0.10
N 0.394 1.864 -0.780 0.02
C -0.256 6.048 -1.700 -0.56
C -1.077 6.746 -0.611 -0.05
C 1.126 6.710 -1.793 -0.04
C -0.981 6.236 -3.036 -0.07
H 3.753 3.616 6.206 0.08
H 4.069 3.085 4.548 0.09
H 3.366 1.966 5.716 0.08
H 2.358 5.523 5.521 0.08
H 1.067 5.353 4.334 0.09
H 2.755 5.168 3.842 0.09
H 1.355 3.870 7.015 0.08
H 0.940 2.249 6.463 0.07
H 0.007 3.632 5.896 0.09
H 1.553 0.739 4.902 0.10
H 0.967 -0.619 2.975 0.06
H 1.327 4.210 2.378 0.10
H 0.309 4.892 0.700 0.10
H -0.393 3.793 -3.392 0.10
H 0.023 1.481 -2.766 0.11
H -0.565 6.755 0.350 0.07
H -2.043 6.260 -0.474 0.09
H -1.255 7.786 -0.892 0.08
H 1.661 6.633 -0.846 0.08
H 1.021 7.767 -2.045 0.08
H 1.733 6.233 -2.564 0.09
H -1.928 5.696 -3.061 0.09
H -0.375 5.901 -3.877 0.08
H -1.194 7.295 -3.188 0.08
Br -5.838 -8.286 -4.871 0.73
C -5.103 -6.556 -5.074 -0.70
C -5.874 -5.550 -5.645 -0.13
C -5.334 -4.290 -5.793 -0.02
C -4.024 -4.021 -5.367 -0.29
C -3.260 -5.053 -4.799 -0.01
C -3.802 -6.315 -4.654 -0.13
N -3.577 -2.724 -5.530 0.07
N -2.330 -2.481 -5.164 0.06
C -2.079 -1.941 -3.969 -0.25
C -3.060 -1.657 -2.994 0.01
C -2.744 -1.132 -1.751 -0.01
C -1.418 -0.880 -1.388 -0.36
O -1.036 -0.448 -0.227 -0.19
C -0.415 -1.112 -2.388 -0.16
N 0.838 -0.746 -2.023 0.02
C 1.826 -0.860 -2.885 -0.10
C 1.624 -1.373 -4.177 -0.03
C 0.363 -1.754 -4.559 0.02
C -0.707 -1.619 -3.657 -0.08
H -6.884 -5.759 -5.968 0.10
H -5.907 -3.486 -6.234 0.11
H -2.246 -4.857 -4.483 0.11
H -3.219 -7.115 -4.219 0.10
H -4.093 -1.852 -3.249 0.11
H -3.523 -0.911 -1.034 0.12
H 2.794 -0.532 -2.525 0.12
H 2.464 -1.451 -4.851 0.11
H 0.167 -2.143 -5.549 0.12
C 3.308 1.518 -0.608 -0.19
O 2.655 0.326 -0.289 -0.44
H 3.016 1.908 -1.593 0.08
H 4.390 1.336 -0.623 0.08
H 3.115 2.308 0.128 0.08
```

Its HOMO energy (spin up / spin down) is -4.9 / -8.1 eV. The calculation puts the gap between HOMO and LUMO (spin up / spin down) at 0.17762 / 0.26469 hartree. As for the spin multiplicity: 6. For the energy relative to the best compared isomer or geometry (same formula, charge and spin), the calculation gives 57.4 kJ/mol. As for the net charge: 0.